A 13-piece molecular cluster, C40H113N7O19 overall at a distorted geometry. Source: OMol25; level of theory: ωB97M-V with the def2-TZVPD basis set.

XYZ file:
```
179
C40H113N7O19 (ωB97M-V with the def2-TZVPD basis set)
C 8.681 12.988 13.305
C 8.617 14.524 13.590
O 9.679 14.910 14.451
O 8.806 12.313 14.517
H 9.488 12.689 12.661
H 7.754 12.644 12.915
H 7.698 14.604 14.114
H 8.723 15.155 12.648
H 10.503 15.084 13.919
H 9.654 12.553 14.879
C 17.314 18.452 15.761
C 16.455 18.212 14.472
O 15.041 18.349 14.730
O 18.693 18.347 15.386
H 16.947 17.739 16.478
H 17.119 19.445 16.185
H 16.784 17.229 14.049
H 16.825 19.019 13.819
H 14.795 17.612 15.274
H 19.276 17.960 16.109
C 21.049 14.363 14.222
C 20.122 14.235 15.372
O 19.784 12.871 15.706
O 22.389 13.756 14.261
H 21.340 15.405 14.065
H 20.630 14.091 13.241
H 19.249 14.887 15.042
H 20.615 14.579 16.329
H 19.129 12.466 15.093
H 22.319 12.845 14.635
C 17.652 10.064 15.443
C 18.363 10.214 16.829
O 18.315 11.553 17.303
O 18.288 10.905 14.524
H 16.563 10.372 15.506
H 17.716 8.978 15.188
H 19.469 9.832 16.846
H 17.713 9.694 17.494
H 19.137 12.027 16.985
H 17.686 11.151 13.869
C 10.230 18.781 17.154
C 9.044 18.283 16.273
O 8.728 16.910 16.447
O 9.973 18.452 18.519
H 10.497 19.787 17.037
H 11.053 18.182 16.754
H 9.267 18.470 15.233
H 8.113 18.848 16.488
H 9.268 16.373 15.806
H 9.793 17.524 18.687
C 19.414 11.075 20.478
C 19.230 12.121 21.507
O 18.758 13.401 20.959
O 18.119 10.946 19.886
H 19.703 10.122 20.978
H 20.281 11.338 19.872
H 20.144 12.402 22.051
H 18.527 11.720 22.227
H 18.071 13.138 20.335
H 18.087 11.356 19.004
C 9.515 12.686 17.943
C 9.346 13.824 18.929
C 10.726 14.513 19.024
O 11.739 13.632 19.487
C 12.782 14.281 20.118
N 8.298 14.726 18.666
H 9.328 13.098 16.944
H 8.782 11.908 18.105
H 10.571 12.311 17.899
H 9.194 13.364 19.924
H 10.710 15.360 19.694
H 11.056 14.811 17.971
H 13.411 13.566 20.600
H 12.452 14.961 20.847
H 13.479 14.868 19.465
H 8.180 15.420 19.408
H 8.385 15.345 17.847
C 11.102 8.042 20.537
C 11.588 9.500 20.642
C 12.979 9.698 20.020
O 13.929 8.910 20.609
C 15.066 8.849 19.750
N 10.671 10.324 19.870
H 10.025 7.978 20.845
H 11.752 7.276 20.904
H 10.998 8.035 19.423
H 11.619 9.613 21.725
H 13.257 10.746 19.974
H 12.945 9.380 18.994
H 15.745 8.106 20.163
H 15.680 9.809 19.760
H 14.784 8.636 18.756
H 10.905 11.280 19.815
H 9.689 10.339 20.089
C 11.428 17.152 10.700
C 12.387 18.064 11.374
C 11.605 18.909 12.399
O 10.693 19.778 11.728
C 9.785 20.361 12.676
N 13.431 17.382 12.159
H 10.620 17.681 10.241
H 11.099 16.427 11.490
H 11.887 16.518 9.946
H 12.846 18.774 10.697
H 12.287 19.495 12.978
H 11.067 18.223 13.068
H 8.983 19.696 12.754
H 9.464 21.265 12.311
H 10.275 20.407 13.668
H 13.766 17.917 12.918
H 14.243 17.039 11.582
C 19.311 16.388 18.774
C 20.605 17.121 18.992
C 21.159 18.041 17.811
O 20.990 17.474 16.518
C 21.928 18.061 15.623
N 20.460 17.920 20.197
H 18.392 17.075 18.806
H 19.226 15.645 19.591
H 19.284 15.892 17.819
H 21.336 16.383 19.282
H 22.249 18.212 17.928
H 20.649 18.996 17.883
H 22.925 17.643 15.680
H 22.032 19.170 15.641
H 21.577 17.839 14.639
H 21.305 18.465 20.411
H 19.707 18.583 20.141
C 11.876 10.433 12.671
C 13.211 10.886 12.152
C 13.640 9.996 10.948
O 14.901 10.457 10.456
C 15.223 9.879 9.157
N 13.125 12.269 11.826
H 11.857 9.353 12.825
H 11.142 10.614 11.860
H 11.489 10.988 13.507
H 13.955 10.679 12.916
H 12.846 10.029 10.197
H 13.815 8.975 11.277
H 15.985 10.514 8.672
H 14.326 9.831 8.528
H 15.720 8.945 9.391
H 13.982 12.563 11.395
H 12.365 12.511 11.200
C 17.362 14.276 13.005
C 16.370 13.378 12.228
C 15.929 13.994 10.873
O 15.463 15.342 11.069
C 15.395 15.985 9.784
N 17.032 12.053 11.991
H 18.390 14.352 12.617
H 17.398 13.842 14.019
H 17.062 15.323 12.968
H 15.456 13.089 12.800
H 15.097 13.360 10.497
H 16.744 14.033 10.134
H 16.272 15.767 9.144
H 15.454 17.051 9.833
H 14.629 15.692 9.141
H 16.452 11.549 11.305
H 18.026 12.158 11.642
C 12.687 14.131 15.714
C 13.106 15.138 14.675
C 14.638 15.093 14.592
O 15.175 15.818 15.770
C 16.229 15.134 16.433
N 12.504 14.917 13.391
H 11.602 14.147 15.826
H 13.189 14.244 16.659
H 13.015 13.115 15.509
H 12.758 16.133 15.073
H 14.983 15.687 13.760
H 15.105 14.115 14.539
H 17.142 15.704 16.259
H 16.465 14.095 16.189
H 16.116 15.023 17.518
H 12.598 13.953 13.094
H 12.956 15.595 12.722
```

Values from the calculation:
DFT total energy = -92637.1665 eV
ΔE to the lowest compared entry with this formula, charge and spin = 261.1 kJ/mol
LUMO energy = 0.2 eV
charge = 0
gap between HOMO and LUMO = 8.823 eV

---

A 16-piece molecular cluster, C40H114N2O32 overall at a distorted geometry. Source: OMol25; level of theory: ωB97M-V with the def2-TZVPD basis set.

XYZ file:
```
188
C40H114N2O32 (ωB97M-V with the def2-TZVPD basis set)
C 2.091 -2.237 -1.480
O 1.730 -0.924 -1.854
C 0.645 -0.936 -2.734
C -0.729 -1.344 -2.167
N -1.320 -0.363 -1.239
C -0.558 -0.293 -0.011
C -0.927 0.913 0.795
O -2.257 0.722 1.329
C -2.624 1.899 2.004
H 3.123 -2.254 -1.167
H 1.972 -2.842 -2.371
H 1.435 -2.556 -0.645
H 0.898 -1.749 -3.508
H 0.486 0.011 -3.208
H -0.634 -2.371 -1.693
H -1.405 -1.578 -3.067
H -2.232 -0.728 -1.027
H 0.523 -0.123 -0.188
H -0.704 -1.166 0.557
H -0.855 1.828 0.229
H -0.246 1.008 1.616
H -2.547 2.797 1.303
H -1.925 1.981 2.799
H -3.663 1.826 2.254
C 0.387 -2.709 2.995
O 0.867 -1.416 3.078
C 0.617 -0.828 4.330
C 1.136 0.616 4.280
N 2.584 0.802 4.259
C 3.195 0.178 5.406
C 4.618 0.637 5.645
O 5.474 0.612 4.525
C 6.731 -0.041 4.589
H -0.670 -2.662 3.295
H 1.015 -3.309 3.758
H 0.425 -3.075 1.988
H 1.184 -1.426 5.062
H -0.453 -0.799 4.634
H 0.847 0.948 5.311
H 0.596 1.205 3.551
H 3.039 0.512 3.364
H 3.228 -0.937 5.413
H 2.770 0.426 6.414
H 5.043 0.023 6.414
H 4.546 1.697 6.098
H 7.243 0.091 3.628
H 6.604 -1.104 4.824
H 7.280 0.287 5.433
C 5.159 -5.472 -2.575
C 5.227 -4.094 -1.891
O 6.583 -3.848 -1.521
O 4.015 -5.641 -3.333
H 5.301 -6.260 -1.883
H 6.078 -5.381 -3.276
H 4.610 -4.076 -1.003
H 5.012 -3.316 -2.631
H 6.543 -3.108 -0.900
H 3.243 -5.464 -2.740
C -2.493 1.926 -4.190
C -2.217 2.457 -5.581
O -2.059 1.472 -6.584
O -1.272 1.282 -3.740
H -3.356 1.240 -4.103
H -2.720 2.737 -3.540
H -1.381 3.142 -5.499
H -3.040 3.088 -5.942
H -1.271 0.962 -6.441
H -1.379 0.992 -2.765
C 0.526 -5.225 -6.433
C 1.462 -4.307 -5.657
O 0.734 -3.581 -4.671
O 0.266 -4.623 -7.727
H -0.401 -5.424 -5.894
H 1.235 -6.093 -6.599
H 2.064 -3.684 -6.316
H 2.105 -4.934 -5.135
H 0.626 -2.678 -4.949
H -0.084 -5.385 -8.255
C -3.828 -3.453 -0.412
C -4.795 -2.317 -0.454
O -4.030 -1.293 0.179
O -3.307 -3.807 0.810
H -3.040 -3.218 -1.152
H -4.323 -4.335 -0.761
H -5.760 -2.398 0.059
H -4.955 -2.135 -1.506
H -4.127 -0.360 -0.191
H -3.180 -2.993 1.369
C 4.178 1.529 -2.459
C 3.330 2.590 -3.088
O 3.507 3.845 -2.463
O 3.714 1.078 -1.223
H 5.261 1.802 -2.342
H 4.222 0.681 -3.136
H 2.289 2.344 -3.047
H 3.680 2.587 -4.150
H 3.087 3.868 -1.599
H 2.981 0.495 -1.465
C -5.436 2.066 7.413
C -5.387 2.044 5.833
O -6.155 1.053 5.244
O -4.743 0.861 7.899
H -6.450 2.010 7.846
H -4.848 2.958 7.656
H -4.268 1.947 5.660
H -5.694 3.045 5.345
H -5.830 0.186 5.334
H -4.832 0.886 8.857
C -3.266 -0.896 5.073
C -3.669 -1.802 3.933
O -2.770 -1.739 2.863
O -4.437 -0.861 5.855
H -3.066 0.165 4.716
H -2.439 -1.270 5.748
H -4.671 -1.498 3.661
H -3.644 -2.848 4.142
H -2.899 -0.984 2.345
H -4.270 -0.315 6.684
C -4.401 3.634 -1.431
C -4.892 2.330 -0.824
O -4.087 1.244 -1.319
O -2.991 3.663 -1.177
H -4.926 4.438 -0.952
H -4.738 3.558 -2.496
H -5.909 2.153 -1.124
H -4.738 2.338 0.239
H -3.152 1.608 -1.366
H -2.567 4.504 -1.467
C -0.682 -5.766 -0.487
C 0.338 -5.770 -1.637
O 1.646 -5.646 -1.151
O -0.761 -4.451 0.086
H -0.474 -6.536 0.205
H -1.645 -6.100 -0.944
H 0.183 -4.966 -2.366
H 0.306 -6.751 -2.121
H 1.603 -4.882 -0.614
H -1.663 -4.380 0.554
C 4.078 3.802 1.000
C 4.117 3.172 2.368
O 2.970 3.534 3.168
O 2.880 3.430 0.247
H 5.011 3.559 0.445
H 4.009 4.864 1.073
H 5.026 3.450 2.846
H 4.236 2.057 2.258
H 2.883 2.735 3.704
H 2.997 2.519 -0.189
C -1.631 -2.061 -6.203
C -2.729 -1.546 -7.102
O -3.619 -0.767 -6.293
O -0.676 -1.074 -5.774
H -1.183 -2.886 -6.777
H -2.104 -2.547 -5.322
H -3.375 -2.264 -7.629
H -2.289 -1.005 -7.963
H -3.542 0.188 -6.566
H -1.033 -0.495 -5.088
C -0.380 5.261 -2.112
C -0.009 4.022 -1.323
O 0.155 4.191 0.017
O -1.690 5.899 -1.953
H -0.304 4.819 -3.104
H 0.427 5.978 -2.004
H 0.913 3.667 -1.848
H -0.716 3.221 -1.518
H 1.098 4.086 0.286
H -1.455 6.403 -1.137
C -1.567 7.463 1.724
C -2.185 6.359 2.562
O -1.168 5.512 3.272
O -0.996 6.992 0.501
H -0.844 8.048 2.329
H -2.356 8.056 1.332
H -2.916 5.724 2.092
H -2.669 6.744 3.460
H -0.439 5.202 2.721
H -0.561 6.103 0.661
C 5.093 -1.556 1.480
C 3.624 -1.694 1.802
O 2.870 -0.556 1.322
O 5.317 -1.401 0.076
H 5.609 -2.480 1.820
H 5.454 -0.722 1.955
H 3.474 -1.796 2.907
H 3.305 -2.562 1.226
H 1.963 -0.553 1.733
H 4.642 -0.788 -0.215
```

Values from the calculation:
DFT total energy = -111819.4350 eV
LUMO energy = 0.3 eV
charge = 0
gap between HOMO and LUMO = 9.633 eV

---

C40H24Cl5NO7TeZn as an isolated structure. Source: OMol25; level of theory: ωB97M-V with the def2-TZVPD basis set.

XYZ file:
```
79
C40H24Cl5NO7TeZn (ωB97M-V with the def2-TZVPD basis set)
Zn -0.876 -0.532 -1.459
C -1.313 -5.654 3.700
C -0.995 -4.683 2.593
C -0.554 -5.109 1.346
C -0.287 -4.213 0.321
C 0.101 -4.771 -1.013
O 1.074 -5.492 -1.132
C -0.831 -4.556 -2.170
C -0.514 -5.136 -3.399
C -1.393 -5.039 -4.462
C -2.595 -4.353 -4.310
C -2.908 -3.755 -3.100
C -2.029 -3.866 -2.030
C -0.387 -2.815 0.515
O -0.021 -1.986 -0.419
C -0.834 -2.392 1.788
C -1.144 -3.313 2.779
C -0.961 -0.938 2.118
N 0.022 -0.172 2.370
C 1.378 -0.681 2.217
C 1.858 -1.555 3.367
Te 1.773 -0.659 5.321
C -0.193 -1.288 5.770
C -1.276 -0.510 5.374
C -2.575 -0.954 5.587
C -2.797 -2.170 6.219
C -1.719 -2.942 6.634
C -0.420 -2.505 6.408
C -2.342 -0.385 2.254
C -3.464 -1.184 2.045
C -4.742 -0.662 2.204
C -4.911 0.663 2.569
C -3.795 1.476 2.751
C -2.524 0.958 2.585
H -1.125 -6.681 3.383
H -2.361 -5.586 4.005
H -0.707 -5.461 4.589
H -0.430 -6.170 1.152
H 0.427 -5.662 -3.491
H -1.142 -5.486 -5.416
H -3.276 -4.265 -5.149
H -3.810 -3.172 -2.972
H -2.288 -3.389 -1.096
H -1.501 -2.941 3.736
H 2.037 0.187 2.138
H 1.476 -1.247 1.284
H 2.906 -1.819 3.223
H 1.286 -2.478 3.447
H -1.105 0.420 4.851
H -3.405 -0.360 5.224
H -3.809 -2.524 6.370
H -1.889 -3.898 7.116
H 0.419 -3.119 6.709
H -3.340 -2.213 1.736
H -5.604 -1.283 1.996
H -5.906 1.084 2.648
H -3.923 2.530 2.962
H -1.649 1.588 2.675
O -6.222 2.125 -0.334
C -5.152 1.599 -0.562
C -4.939 0.182 -1.044
O -5.816 -0.634 -1.294
C -3.497 0.024 -1.146
C -2.822 1.191 -0.707
O -1.550 1.238 -0.658
C -3.792 2.232 -0.360
O -3.588 3.377 0.009
O -2.844 -1.009 -1.536
Cl 1.864 1.020 -0.876
C 1.686 0.529 -2.536
C 0.524 -0.140 -2.901
C 0.437 -0.504 -4.236
Cl -0.989 -1.358 -4.754
C 1.432 -0.232 -5.172
Cl 1.264 -0.716 -6.825
C 2.579 0.440 -4.762
Cl 3.834 0.793 -5.900
C 2.711 0.825 -3.431
Cl 4.139 1.658 -2.919
```

Values from the calculation:
DFT total energy = -176019.8022 eV
ΔE to the lowest compared entry with this formula, charge and spin = 0.0 kJ/mol
LUMO energy = 3.4 eV
charge = -2
gap between HOMO and LUMO = 5.531 eV

---

Q: Which formula does entry 2 have?
A: C40H114N2O32